#i
One molecule with the formula C22H32N4O4S. Source: the Open Molecules 2025 dataset; level of theory: ωB97M-V with the def2-TZVPD basis set.

Properties
SMILES: COc1ccc(N(CC(=O)NC2CCCCCC2)S(=O)(=O)c2c(C)nn(C)c2C)cc1
M: 448.59 g mol⁻¹

Structure (ORCA input):
```
! RIJCOSX wB97M-V def2-TZVPD def2/J DEFGRID3
* xyz 0 1
C 3.51 -5.32 0.57
H 3.56 -4.96 1.60
O 3.62 -4.26 -0.36
C 2.68 -3.28 -0.34
C 1.61 -3.21 0.54
C 0.71 -2.16 0.46
C 0.88 -1.15 -0.48
C 1.96 -1.21 -1.34
C 2.85 -2.26 -1.28
H 3.69 -2.31 -1.95
H 2.13 -0.42 -2.07
N -0.04 -0.08 -0.48
S 0.07 0.96 0.82
O 0.25 0.20 2.01
O -1.10 1.82 0.76
C 1.50 1.93 0.51
C 1.57 3.18 -0.09
N 2.88 3.50 -0.15
N 3.64 2.55 0.39
C 2.84 1.58 0.80
C 3.34 0.35 1.47
H 2.55 -0.06 2.10
H 4.22 0.59 2.06
H 3.62 -0.39 0.73
C 3.47 4.69 -0.67
H 4.55 4.59 -0.58
H 3.20 4.82 -1.72
H 3.14 5.57 -0.11
C 0.50 4.08 -0.59
H 0.53 4.16 -1.68
H -0.47 3.69 -0.29
H 0.63 5.08 -0.18
C -0.49 0.50 -1.73
H 0.13 0.18 -2.56
C -1.94 0.05 -2.03
O -2.25 -0.50 -3.06
N -2.78 0.35 -1.03
H -2.40 0.81 -0.21
C -4.16 -0.09 -0.99
C -4.98 0.81 -0.06
C -4.51 0.88 1.39
C -4.39 -0.47 2.10
C -3.14 -1.26 1.70
C -3.27 -2.09 0.41
H -3.57 -3.11 0.67
C -4.27 -1.58 -0.63
H -5.29 -1.78 -0.30
H -4.10 -2.16 -1.54
H -2.28 -2.16 -0.05
H -2.31 -0.56 1.61
H -2.89 -1.94 2.51
H -5.29 -1.07 1.92
H -4.34 -0.28 3.17
H -3.54 1.38 1.45
H -5.22 1.50 1.93
H -6.01 0.45 -0.09
H -4.97 1.82 -0.47
H -4.55 0.02 -2.01
H -0.47 1.58 -1.65
H -0.12 -2.11 1.15
H 1.45 -3.98 1.28
H 2.57 -5.87 0.42
H 4.35 -5.98 0.37
*
```


#ii
C22H32N4O4S as an isolated structure. Source: the Open Molecules 2025 dataset; level of theory: ωB97M-V with the def2-TZVPD basis set.

Properties
M: 448.59 g mol⁻¹

Structure (ORCA input):
```
! RIJCOSX wB97M-V def2-TZVPD def2/J DEFGRID3
* xyz 0 1
C -6.44 -3.03 -0.72
H -6.06 -3.28 -1.83
O -5.27 -3.18 0.07
C -4.23 -2.59 -0.09
C -3.25 -3.00 0.71
C -2.12 -2.25 0.85
C -1.92 -1.34 -0.03
C -2.86 -0.93 -1.24
C -4.10 -1.60 -1.16
H -4.76 -1.44 -1.81
H -2.75 -0.02 -1.88
N -0.69 -0.47 -0.32
S -0.27 0.30 0.98
O 1.15 0.62 1.32
O -1.10 0.02 2.07
C -0.93 2.02 0.67
C -0.06 2.93 0.08
N -1.01 4.02 -0.20
N -2.13 3.84 -0.05
C -2.23 2.56 0.63
C -3.46 1.78 0.88
H -3.25 1.16 1.89
H -3.87 1.36 0.19
H -4.20 2.54 1.53
C -0.69 5.52 -1.09
H -0.02 5.98 -0.17
H -0.14 5.06 -1.79
H -1.61 6.01 -1.07
C 1.28 3.17 -0.07
H 1.66 2.93 -1.14
H 1.72 4.33 -0.01
H 1.83 2.47 0.34
C -0.07 -0.01 -1.46
H -0.52 0.82 -1.74
C 1.39 -0.05 -1.57
O 2.00 1.05 -2.24
N 2.09 -0.95 -1.10
H 1.54 -1.42 0.06
C 3.50 -0.99 -0.82
C 3.77 -2.34 -0.34
C 5.45 -2.85 -0.49
C 6.12 -2.39 0.80
C 5.82 -1.21 1.33
C 5.48 -0.14 0.42
H 6.00 0.02 -0.61
C 4.19 -0.01 0.08
H 3.89 0.90 -0.33
H 3.60 -0.14 1.07
H 5.83 1.02 0.79
H 4.96 -1.28 2.05
H 6.81 -0.84 1.86
H 7.32 -2.37 0.16
H 6.38 -3.23 1.17
H 5.55 -3.92 -0.78
H 5.84 -2.28 -1.40
H 3.33 -3.05 -0.84
H 3.59 -2.69 0.54
H 3.81 -0.83 -1.80
H -0.40 -0.64 -2.25
H -1.14 -2.38 1.81
H -3.40 -3.62 1.55
H -7.25 -3.70 -0.39
H -6.79 -1.99 -0.82
*
```


#iii
One molecule with the formula C22H32N4O4S. Source: the Open Molecules 2025 dataset; level of theory: ωB97M-V with the def2-TZVPD basis set.

Properties
SMILES: CCN(CC)S(=O)(=O)c1ccc(N2CCN(CCOc3ccc(OC)cc3)CC2)nc1
M: 448.59 g mol⁻¹

Structure (ORCA input):
```
! RIJCOSX wB97M-V def2-TZVPD def2/J DEFGRID3
* xyz 0 1
C -0.68 -2.19 -4.37
H -0.06 -1.68 -5.11
H -1.58 -2.55 -4.87
H -0.97 -1.48 -3.61
C 0.06 -3.37 -3.75
N 1.20 -3.01 -2.95
S 0.97 -2.65 -1.35
O -0.16 -3.41 -0.89
O 2.23 -2.83 -0.68
C 0.55 -0.93 -1.27
C -0.77 -0.53 -1.15
N -1.13 0.73 -1.01
C -0.18 1.68 -0.96
N -0.60 2.95 -0.78
C 0.29 3.95 -0.22
H 1.03 3.46 0.41
C -0.50 4.96 0.63
N -1.47 4.37 1.52
C -1.10 4.17 2.89
C 0.22 3.41 3.20
O 0.54 2.32 2.36
C 0.03 1.07 2.59
C 0.71 0.03 1.97
C 0.26 -1.28 2.05
C -0.89 -1.56 2.79
C -1.54 -0.52 3.45
C -1.09 0.78 3.35
H -1.63 1.56 3.88
H -2.42 -0.75 4.03
O -1.43 -2.80 2.94
C -0.80 -3.89 2.31
H 0.21 -4.05 2.70
H -0.74 -3.76 1.22
H -1.41 -4.76 2.54
H 0.80 -2.05 1.54
H 1.60 0.25 1.40
H 1.06 4.10 3.07
H 0.20 3.09 4.25
H -1.00 5.15 3.37
H -1.95 3.66 3.36
C -2.28 3.31 0.92
C -2.01 3.20 -0.57
H -2.56 2.36 -0.99
H -2.29 4.12 -1.09
H -3.34 3.54 1.10
H -2.06 2.34 1.37
H -1.04 5.65 -0.04
H 0.19 5.56 1.21
H 0.82 4.49 -1.02
C 1.19 1.36 -1.14
C 1.54 0.04 -1.28
H 2.58 -0.26 -1.38
H 1.93 2.14 -1.16
H -1.56 -1.26 -1.13
C 2.51 -2.84 -3.53
C 2.68 -1.58 -4.38
H 2.15 -1.68 -5.33
H 2.29 -0.71 -3.86
H 3.73 -1.43 -4.59
H 3.20 -2.81 -2.68
H 2.75 -3.73 -4.13
H 0.39 -4.07 -4.53
H -0.62 -3.90 -3.07
*
```


The structure with the least stability is #ii.


#i
A 2-piece molecular cluster, CH9N2O overall. Source: the Open Molecules 2025 dataset; level of theory: ωB97M-V with the def2-TZVPD basis set.

Properties
M: 65.10 g mol⁻¹

Structure (ORCA input):
```
! RIJCOSX wB97M-V def2-TZVPD def2/J DEFGRID3
* xyz 1 1
N -0.11 1.63 1.41
H 0.85 1.84 1.14
H -0.29 1.50 2.39
H -0.67 0.52 0.47
H -0.58 2.50 1.15
N -0.75 -0.32 -0.32
C 0.60 -0.86 -0.80
O 0.26 -2.11 -1.25
H -1.09 -1.11 0.30
H -1.36 -0.10 -1.10
H 1.39 -0.60 -0.10
H 0.80 -0.22 -1.67
H 0.96 -2.66 -1.61
*
```


#ii
A 2-piece molecular cluster, CH9N2O overall. Source: the Open Molecules 2025 dataset; level of theory: ωB97M-V with the def2-TZVPD basis set.

Properties
M: 65.10 g mol⁻¹

Structure (ORCA input):
```
! RIJCOSX wB97M-V def2-TZVPD def2/J DEFGRID3
* xyz 1 1
O -1.44 1.29 -1.84
H -2.35 1.00 -1.91
H 0.27 -0.99 -1.31
H -1.47 2.24 -1.84
N 0.85 -0.70 -0.52
C 0.27 0.05 0.67
N 0.19 -0.84 1.76
H 1.60 -0.23 -1.06
H 1.20 -1.55 -0.06
H -0.75 0.27 0.36
H 0.94 0.89 0.91
H 1.08 -0.81 2.29
H -0.41 -0.64 2.55
*
```


The structure with the least stability is #ii.


#i
A 2-piece molecular cluster, C2H7PS3 overall. Source: the Open Molecules 2025 dataset; level of theory: ωB97M-V with the def2-TZVPD basis set.

Properties
M: 158.25 g mol⁻¹

Structure (ORCA input):
```
! RIJCOSX wB97M-V def2-TZVPD def2/J DEFGRID3
* xyz 0 1
C 0.53 -1.00 -1.21
C 0.09 3.13 0.72
P -0.15 0.67 -1.00
S -2.05 1.09 -0.94
S 1.34 -3.53 0.49
S 0.87 1.45 0.79
H 0.53 -1.45 -2.27
H 1.68 -0.85 -1.03
H 0.10 -1.88 -0.49
H -0.33 3.33 1.71
H -0.60 3.05 -0.03
H 0.83 3.88 0.49
H 2.38 -3.76 1.20
*
```


#ii
One molecule with the formula C2H7PS3. Source: the Open Molecules 2025 dataset; level of theory: ωB97M-V with the def2-TZVPD basis set.

Properties
SMILES: PC(S)(S)CS
M: 158.25 g mol⁻¹

Structure (ORCA input):
```
! RIJCOSX wB97M-V def2-TZVPD def2/J DEFGRID3
* xyz 0 1
C 0.06 -1.21 -0.33
C -0.20 0.13 0.33
P -1.85 0.95 -0.79
S 1.38 -2.17 0.53
S -0.74 0.07 2.02
S 1.29 1.11 0.22
H -0.02 -1.05 -1.47
H -0.77 -1.92 -0.17
H -2.67 0.87 0.33
H -1.66 2.25 -0.68
H 2.27 -1.20 0.60
H 0.16 -0.94 2.33
H 1.60 0.45 -1.09
*
```


The structure with the least stability is #i.


#i
A 2-piece molecular cluster, H2N2O4P overall. Source: the Open Molecules 2025 dataset; level of theory: ωB97M-V with the def2-TZVPD basis set.

Properties
M: 125.00 g mol⁻¹

Structure (ORCA input):
```
! RIJCOSX wB97M-V def2-TZVPD def2/J DEFGRID3
* xyz -1 1
N -0.18 0.23 -0.37
N 2.45 -1.08 -1.72
O 0.95 -3.10 -0.60
O 3.22 -1.92 -2.17
O 2.29 0.02 -2.16
O 2.50 -1.72 0.92
P 1.60 -1.83 -0.23
H 0.27 0.74 0.39
H -0.91 -0.33 0.06
*
```


#ii
An isolated ion of composition H2N2O4P and charge -1. Source: the Open Molecules 2025 dataset; level of theory: ωB97M-V with the def2-TZVPD basis set.

Properties
SMILES: N[P@](=O)([O-])[N+](=O)[O-]
M: 125.00 g mol⁻¹

Structure (ORCA input):
```
! RIJCOSX wB97M-V def2-TZVPD def2/J DEFGRID3
* xyz -1 1
N 1.39 0.15 -0.10
N -1.20 0.59 -0.07
O -0.27 -1.37 1.18
O -0.76 1.65 0.34
O -2.39 0.38 -0.11
O -0.34 -1.55 -1.32
P -0.08 -0.73 -0.11
H 2.10 0.52 -0.72
H 1.54 0.36 0.91
*
```


The structure with the least stability is #i.


#i
One molecule with the formula C5H9F. Source: the Open Molecules 2025 dataset; level of theory: ωB97M-V with the def2-TZVPD basis set.

Properties
SMILES: C[C@H]1C[C@H](F)C1
M: 88.12 g mol⁻¹

Structure (ORCA input):
```
! RIJCOSX wB97M-V def2-TZVPD def2/J DEFGRID3
* xyz 0 1
C 0.22 0.83 -2.13
C 0.08 -0.22 -0.96
C 1.11 -0.04 0.19
C -0.07 0.20 1.14
C -1.06 0.12 0.00
H 0.18 1.82 -1.77
H 1.12 0.61 -2.80
H -0.72 0.71 -2.67
H 0.12 -1.25 -1.31
H 1.83 -0.84 0.44
H 1.64 0.88 -0.04
H 0.01 1.10 1.78
H -1.70 0.96 -0.32
H -1.71 -0.69 0.28
F -0.27 -0.96 1.89
*
```


#ii
One molecule with the formula C5H9F. Source: the Open Molecules 2025 dataset; level of theory: ωB97M-V with the def2-TZVPD basis set.

Properties
SMILES: CC1(F)CCC1
M: 88.12 g mol⁻¹

Structure (ORCA input):
```
! RIJCOSX wB97M-V def2-TZVPD def2/J DEFGRID3
* xyz 0 1
C -0.25 1.87 0.06
C -0.16 0.40 0.00
C -0.14 -0.36 -1.18
C 0.71 -1.48 -0.40
C 0.98 -0.36 0.57
H 0.84 1.92 -0.28
H -1.25 2.44 -0.46
H -0.11 2.07 1.10
H 0.65 0.20 -1.87
H -1.03 -0.57 -1.81
H -0.01 -2.22 -0.04
H 1.70 -2.09 -0.86
H 1.97 0.15 0.57
H 0.83 -0.48 1.66
F -1.16 -0.19 0.86
*
```


The structure with the least stability is #ii.


#i
One molecule with the formula C5H9F. Source: the Open Molecules 2025 dataset; level of theory: ωB97M-V with the def2-TZVPD basis set.

Properties
SMILES: C[C@@H]1C[C@]1(C)F
M: 88.12 g mol⁻¹

Structure (ORCA input):
```
! RIJCOSX wB97M-V def2-TZVPD def2/J DEFGRID3
* xyz 0 1
C -1.81 0.46 -0.23
C -0.64 -0.40 -0.32
C -0.01 -0.92 1.06
C 0.61 0.17 0.26
C 1.90 0.14 -0.46
H -1.66 1.36 -0.97
H -2.71 -0.12 -0.60
H -2.02 0.96 0.66
H -0.71 -0.97 -1.16
H 0.61 -1.85 1.06
H -0.53 -0.64 2.02
H 2.76 -0.32 0.05
H 2.19 1.15 -0.87
H 1.64 -0.46 -1.32
F 0.38 1.44 0.81
*
```


#ii
One molecule with the formula C5H9F. Source: the Open Molecules 2025 dataset; level of theory: ωB97M-V with the def2-TZVPD basis set.

Properties
SMILES: C=C(F)C(C)C
M: 88.12 g mol⁻¹

Structure (ORCA input):
```
! RIJCOSX wB97M-V def2-TZVPD def2/J DEFGRID3
* xyz 0 1
C 1.13 -0.19 -1.37
C -0.11 0.01 -0.52
C -0.55 -1.36 0.08
C 0.06 0.82 0.70
C -0.85 1.64 1.36
H 2.04 -0.14 -0.82
H 1.14 -1.19 -1.83
H 1.19 0.54 -2.17
H -0.86 0.57 -1.08
H -1.57 -1.30 0.59
H 0.09 -1.64 0.90
H -0.58 -2.18 -0.68
H -0.48 2.00 2.38
H -1.86 1.82 1.13
F 1.22 0.59 1.35
*
```


The structure with the least stability is #i.


#i
One molecule with the formula C5H10S. Source: the Open Molecules 2025 dataset; level of theory: ωB97M-V with the def2-TZVPD basis set.

Properties
SMILES: SCC1CCC1
M: 102.20 g mol⁻¹

Structure (ORCA input):
```
! RIJCOSX wB97M-V def2-TZVPD def2/J DEFGRID3
* xyz 0 1
C 1.26 0.27 -0.64
C 0.49 0.23 0.68
C -0.96 0.66 0.92
C -1.22 -0.43 1.93
C 0.08 -1.23 1.36
H 1.00 -0.12 -2.94
H 1.94 1.19 -0.74
H 1.95 -0.59 -0.70
H 1.05 0.72 1.46
H -1.57 0.37 0.02
H -1.04 1.72 1.15
H -1.07 -0.11 2.94
H -2.23 -0.96 1.81
H -0.04 -1.91 0.58
H 0.82 -1.56 2.06
S 0.08 0.27 -1.95
*
```


#ii
One molecule with the formula C5H10S. Source: the Open Molecules 2025 dataset; level of theory: ωB97M-V with the def2-TZVPD basis set.

Properties
SMILES: CC(C)(C)C=S
M: 102.20 g mol⁻¹

Structure (ORCA input):
```
! RIJCOSX wB97M-V def2-TZVPD def2/J DEFGRID3
* xyz 0 1
C 0.17 -0.73 1.35
C -0.11 0.01 0.11
C 1.20 0.26 -0.50
C -0.93 -0.61 -1.05
C -0.58 1.35 0.44
H 1.03 -0.38 2.13
H -0.75 -0.83 1.88
H 0.51 -1.80 0.80
H 1.80 0.92 0.11
H 0.97 0.65 -1.38
H 1.78 -0.67 -0.73
H -0.22 -1.50 -1.54
H -1.12 0.30 -1.83
H -1.89 -1.22 -0.86
H -0.91 1.92 -0.57
S -0.96 2.33 1.65
*
```


#iii
One molecule with the formula C5H10S. Source: the Open Molecules 2025 dataset; level of theory: ωB97M-V with the def2-TZVPD basis set.

Properties
SMILES: C/C=C/SCC
M: 102.20 g mol⁻¹

Structure (ORCA input):
```
! RIJCOSX wB97M-V def2-TZVPD def2/J DEFGRID3
* xyz 0 1
C 1.27 -1.58 -2.43
C 0.31 -0.62 -1.70
C -0.31 0.66 0.53
C -0.08 0.73 1.87
C -1.06 1.29 2.79
H 2.31 -1.58 -2.25
H 1.07 -1.35 -3.45
H 0.81 -2.60 -2.46
H -0.41 -1.26 -1.14
H -0.32 -0.06 -2.43
H -1.34 0.99 0.06
H 0.87 0.42 2.19
H -2.09 0.83 2.68
H -1.35 2.37 2.51
H -0.71 1.26 3.80
S 1.05 0.52 -0.56
*
```


#iv
C5H10S as an isolated structure. Source: the Open Molecules 2025 dataset; level of theory: ωB97M-V with the def2-TZVPD basis set.

Properties
M: 102.20 g mol⁻¹

Structure (ORCA input):
```
! RIJCOSX wB97M-V def2-TZVPD def2/J DEFGRID3
* xyz 0 1
C 2.33 -0.58 -0.27
C 1.10 0.37 0.03
C 0.04 -0.41 0.72
C -1.39 -0.30 0.42
C -2.16 0.77 -0.44
H 2.82 0.24 -0.81
H 2.78 -1.02 0.59
H 2.10 -1.30 -1.23
H 1.43 1.26 0.55
H 0.66 0.82 -0.79
H 0.09 -0.83 1.83
H -1.72 -0.26 1.41
H -3.40 0.98 0.35
H -1.37 1.91 -0.31
H -2.31 0.20 -1.87
S -1.01 -1.84 -0.18
*
```


The structure with the least stability is #iv.


#i
One molecule with the formula C5H10S. Source: the Open Molecules 2025 dataset; level of theory: ωB97M-V with the def2-TZVPD basis set.

Properties
SMILES: CSC=C(C)C
M: 102.20 g mol⁻¹

Structure (ORCA input):
```
! RIJCOSX wB97M-V def2-TZVPD def2/J DEFGRID3
* xyz 0 1
C 3.14 -0.39 0.14
C 0.36 -0.36 -0.41
C -0.90 0.00 -0.18
C -1.36 1.59 0.07
C -2.21 -0.84 0.06
H 3.07 -0.84 1.14
H 3.96 0.25 0.40
H 3.42 -1.29 -0.62
H 0.91 -1.39 -0.43
H -1.94 1.72 0.90
H -1.92 1.58 -0.99
H -0.60 2.32 0.03
H -2.98 -0.61 -0.66
H -1.96 -1.81 -0.29
H -2.68 -0.74 1.04
S 1.70 0.81 -0.21
*
```


#ii
One molecule with the formula C5H10S. Source: the Open Molecules 2025 dataset; level of theory: ωB97M-V with the def2-TZVPD basis set.

Properties
SMILES: C/C=C/CCS
M: 102.20 g mol⁻¹

Structure (ORCA input):
```
! RIJCOSX wB97M-V def2-TZVPD def2/J DEFGRID3
* xyz 0 1
C -2.98 -0.69 0.15
C -1.75 0.07 -0.35
C -0.88 0.79 0.34
C 0.32 1.33 -0.34
C 1.62 0.75 0.27
H -3.85 -0.31 -0.33
H -2.73 -1.68 -0.17
H -3.05 -0.69 1.21
H -1.61 -0.07 -1.46
H -1.10 0.98 1.34
H 0.32 1.07 -1.39
H 0.38 2.43 -0.34
H 1.52 1.04 1.41
H 2.51 1.24 -0.05
H 0.50 -1.34 0.23
S 1.82 -1.01 -0.06
*
```


The structure with the least stability is #i.